Record 1
Here is an isolated molecule of C3H8N2O from the Open Molecules 2025 dataset. Energies are from wB97M-V/def2-TZVPD.

Calculated values
- SMILES string = CC(=O)NCN
- E (eV) = -8266.91071
- total charge = 0
- E_LUMO (eV) = 0.89
- energy above the lowest of the compared OMol25 structures with the same formula, charge and spin (kcal/mol) = 55.7
- frontier orbital gap (eV) = 10.1

```
14
Properties=species:S:1:pos:R:3:forces:R:3
O 1.2335 -1.5092 0.5211 0.991 -0.451 0.119
N 0.3061 -0.1043 -1.0122 0.658 0.628 -0.942
N 0.0526 1.8004 0.4276 -1.674 6.684 -0.537
C 0.9451 1.1707 -0.4172 0.319 -3.272 0.283
C 0.2892 -1.1811 -0.1453 -0.763 2.067 0.522
C -1.0637 -1.6245 0.2380 -3.789 -2.773 1.731
H -0.1643 1.5365 1.3661 0.600 -0.642 0.291
H -1.4368 -2.5419 -0.2569 0.803 -0.042 -0.151
H -0.4898 -0.1153 -1.7005 1.174 0.905 1.442
H 1.7162 0.8799 0.2875 1.058 -1.101 -1.158
H 1.3237 1.8630 -1.1447 -0.018 -0.074 -0.592
H 0.3824 2.8735 0.3979 -1.587 -3.124 0.657
H -2.0476 -1.0462 0.0985 2.076 0.273 0.164
H -1.0466 -2.0015 1.3399 0.151 0.923 -1.829
```
Forces are in eV/Å.



Record 2
Here is a structure of composition C6H14NO from the Open Molecules 2025 dataset. Energies are from wB97M-V/def2-TZVPD.

Calculated values
- E (eV) = -9981.76484
- total charge = -1
- E_LUMO (eV) = 3.43
- energy above the lowest of the compared OMol25 structures with the same formula, charge and spin (kcal/mol) = 112.0
- frontier orbital gap (eV) = 6.0

```
22
Properties=species:S:1:pos:R:3:forces:R:3
O -2.2124 1.2191 -1.4392 2.048 0.611 -0.264
N 1.3295 -1.0022 1.2302 1.947 1.311 -1.342
C -1.2293 -0.7367 1.1118 0.529 0.832 1.009
C 0.2023 -0.0577 1.0757 -2.729 0.690 3.106
C -1.6001 -1.4648 -0.1383 -0.785 -0.279 -1.188
C 2.6121 -0.0099 -0.5637 -1.668 0.656 -1.569
C 2.1056 0.0043 0.8272 -0.307 -3.633 0.015
C -0.8877 1.6253 -1.5397 -1.054 1.103 0.658
H 2.6873 1.0018 -1.0187 0.216 -0.508 0.368
H -1.8892 0.1421 1.3519 0.301 -0.822 -0.743
H -0.1280 0.7808 -1.4855 -0.366 0.511 -0.831
H -0.5102 2.3062 -0.6628 -0.458 -0.615 -0.382
H 2.5162 0.7749 1.4841 -0.508 0.736 0.379
H 1.8518 -0.5879 -1.1499 0.618 0.557 0.425
H -1.7205 -0.6905 -0.9367 0.004 -0.615 0.205
H 0.2223 0.5953 1.9786 -0.334 0.129 -0.188
H -0.6399 2.3770 -2.3902 -0.184 -1.268 0.294
H -1.2957 -1.3752 1.9830 0.295 -0.335 0.397
H 3.5169 -0.5549 -0.6822 1.103 -0.330 0.219
H -0.9206 -2.2861 -0.4076 0.383 0.491 0.123
H -2.5648 -2.0139 -0.0692 0.195 0.629 0.254
H 0.0506 0.6301 0.2688 0.756 0.149 -0.946
```
Forces are in eV/Å.



Record 3
Here is a cluster of 16 separate species, C48H128O48S16 in total from the Open Molecules 2025 dataset. Energies are from wB97M-V/def2-TZVPD.

Calculated values
- E (eV) = -323477.56996
- total charge = 0
- E_LUMO (eV) = -0.20
- energy above the lowest of the compared OMol25 structures with the same formula, charge and spin (kcal/mol) = 260.2
- frontier orbital gap (eV) = 10.5

```
240
Properties=species:S:1:pos:R:3:forces:R:3
S 5.7507 5.6512 6.2860 -0.046 -1.580 -1.844
S 2.0936 7.3221 -6.0807 0.317 -0.489 -0.452
S 3.6673 -8.8181 -0.6420 -0.821 -1.319 -1.658
S 11.7629 -7.7375 -0.5027 0.064 -0.782 0.212
S -8.3376 3.6505 0.3676 0.183 -0.246 2.229
S -0.4611 -7.2354 -7.2693 -0.467 -0.831 0.497
S 0.7005 1.0889 7.2914 -0.944 -0.783 -0.415
S -8.8969 -7.3541 -2.4901 0.896 -0.240 0.792
S 0.3263 -1.9603 -0.2167 0.100 0.236 3.696
S -7.7080 9.4012 -5.8691 1.901 0.540 0.144
S 8.9945 -3.3763 6.6156 -2.711 -0.230 1.824
S -5.3246 2.7405 -9.0961 0.501 1.053 -0.497
S 6.8952 2.4258 -1.1447 -0.381 -1.332 -0.167
S -6.9438 -3.5995 4.7348 -0.440 -0.929 2.410
S -2.8949 13.0996 -1.7769 -1.874 -1.285 0.152
S 1.9660 -8.0393 6.9766 2.148 -0.341 1.803
O 2.0330 -9.2436 -0.2021 2.346 1.113 -3.340
O -0.6025 -3.0440 0.1190 1.616 2.023 -0.819
O 1.5909 6.6873 -4.8625 0.016 1.553 -2.140
O -3.6309 11.9871 -0.8071 0.825 0.965 -0.600
O 5.9304 2.0204 -0.1040 1.820 1.021 -1.708
O 11.7216 -7.9830 0.9643 -0.016 0.477 -3.305
O 11.2616 -8.7142 -1.4757 0.831 1.625 1.931
O 3.0702 6.5749 -6.8505 -0.877 0.808 0.376
O 5.2193 6.3073 4.8377 1.337 0.096 2.960
O -5.2830 4.1726 -9.5487 0.383 -4.091 1.672
O 0.8279 7.7384 -7.1075 0.811 -0.058 2.615
O 0.4625 -7.7664 -8.2725 -1.247 1.250 2.108
O -7.1789 -4.1866 6.0762 0.224 0.852 -2.741
O -7.4943 -6.5243 -2.8977 -1.512 -2.744 -1.739
O -6.5917 8.1785 -5.4593 -2.896 0.481 -1.054
O 3.6121 -8.5221 -2.0899 -0.181 -0.601 3.370
O 1.5996 1.7822 6.4166 -0.059 0.050 0.259
O -1.8324 -6.9516 -7.6481 1.378 0.239 0.296
O 3.1437 -7.5024 6.3191 -1.187 -0.493 0.316
O -8.6388 -8.0911 -1.2421 -0.390 1.055 -2.294
O 9.4544 -4.8298 5.8670 -0.308 1.922 0.890
O -7.7136 10.3852 -4.7996 -0.052 -1.280 -1.096
O 9.3945 -2.2089 5.8379 0.444 -2.310 0.962
O 2.2009 -9.7053 7.1137 -3.269 2.776 -0.005
O -7.6737 3.3795 -0.9048 -1.069 0.894 1.481
O -7.5555 3.9101 1.6006 -1.403 -0.473 -2.767
O 4.6074 5.2990 7.0834 0.332 0.718 -0.002
O 0.6507 -7.7095 6.5048 0.950 -1.049 0.438
O -9.4462 -8.0022 -3.6816 1.500 1.169 1.957
O 8.3191 2.1161 -1.0370 -2.302 1.273 0.140
O -4.2311 2.4770 -7.8452 -1.059 0.594 -1.266
O -0.5482 -8.3813 -6.0874 1.335 -0.024 -2.747
O -9.4534 4.9145 0.2846 1.736 -2.091 0.410
O -7.8223 -3.9433 3.6150 1.795 1.052 1.796
O 0.8934 -1.7896 -1.5125 -0.197 -0.034 -0.274
O -5.1519 1.6547 -10.0764 -0.404 1.964 1.710
O -0.8163 1.8264 7.0800 2.286 -2.449 1.640
O 0.5524 -0.3594 7.1283 -0.373 2.620 0.522
O 9.1547 -3.4314 8.1040 0.561 -0.124 -3.627
O 4.2639 -7.8972 0.2947 -0.921 -0.506 -0.550
O -0.4279 -0.5766 0.2845 -0.259 -2.201 -0.686
O 11.0261 -6.3150 -0.8524 -0.040 -1.509 -0.347
O -6.9596 -1.9835 4.9689 -0.240 -1.951 -0.721
O -3.9199 13.3340 -2.8081 2.621 -0.386 1.576
O 6.8276 6.4818 6.7525 -1.047 -0.474 -0.485
O -1.5390 12.6120 -2.0092 -1.784 1.106 -0.127
O -8.9135 8.7661 -6.3183 0.927 -0.062 0.562
O 6.4959 1.6613 -2.5350 1.672 1.085 1.997
C 2.1455 -7.6323 8.8036 -0.113 0.239 -1.218
C -6.5603 -0.3122 6.6154 1.315 -0.139 -0.223
C -2.8842 14.4962 -0.6431 0.091 -0.143 -0.487
C -1.0134 1.6916 -0.0378 0.976 -0.265 1.210
C 0.1596 0.7060 0.0438 -1.129 -0.444 -1.567
C -3.0466 11.7428 0.4922 -0.753 0.170 0.078
C 4.5112 -10.4657 -0.4171 -0.818 0.816 0.018
C 0.2073 -9.4531 1.4125 0.344 -0.591 -0.769
C -2.0063 -9.4171 -4.3923 0.657 1.270 -1.048
C -5.2765 8.5131 -5.1036 1.190 0.214 1.312
C 1.0702 8.1122 -8.4646 -0.310 -0.179 -1.023
C 10.0432 -4.1445 -0.0600 -0.040 -1.958 -0.029
C 10.5827 -6.9039 6.6157 -1.424 -0.218 0.279
C 0.2606 -5.8101 -6.2437 0.653 -1.797 -1.265
C 9.2206 -6.0941 6.5747 1.846 0.176 0.532
C -5.9207 -1.4341 5.7953 0.226 1.368 -0.066
C -1.2561 -8.1265 -4.9337 -1.487 -0.475 1.967
C -3.4099 10.3407 0.9168 0.413 -0.138 -0.135
C -6.3595 -4.5666 -2.5100 0.247 0.357 0.482
C -6.8661 2.4591 -8.1781 -0.021 -0.689 -0.350
C 3.9813 -10.7199 6.0111 1.419 -0.532 0.273
C -3.1628 0.2516 -8.0339 0.715 0.053 -0.683
C 6.5267 4.1847 -1.6204 1.040 0.196 1.297
C -1.3670 3.6760 5.8924 -0.440 0.527 0.004
C 13.4404 -7.2166 -1.0024 -0.462 -0.224 0.219
C 4.0302 5.8064 4.2889 -1.170 -0.114 -1.608
C -10.5050 6.8384 -0.5868 1.073 -0.128 -0.076
C 2.8163 8.9624 -5.6523 -0.747 -0.708 -0.047
C -6.6191 -5.9619 -1.9391 -1.487 1.590 0.513
C 1.1424 1.4834 9.0129 -0.528 0.354 -0.510
C 1.7197 -1.8898 1.1400 -0.934 -1.009 -1.048
C -5.1707 -3.9125 4.3966 -0.616 -0.095 -0.253
C 5.1457 1.3659 -2.7576 -0.772 -0.773 -0.541
C -9.4882 2.1916 0.7202 0.634 1.466 0.153
C -0.8965 3.2427 7.3066 -0.834 0.007 -2.124
C 10.5737 -5.5986 0.2818 0.488 2.250 1.168
C 3.5553 6.9127 3.3471 -0.058 -0.067 0.008
C -9.3968 5.8137 -0.8355 -1.110 -0.697 -0.132
C 3.4713 -10.1711 7.3189 2.262 -1.479 -0.585
C -4.1130 1.1257 -7.2703 0.041 0.239 -0.739
C -0.2140 8.7595 -9.0876 0.661 -1.229 0.887
C 6.4143 4.0298 5.6318 0.033 1.727 1.244
C 5.1136 1.1739 -4.2473 -0.854 0.428 -0.687
C 7.1455 -3.5212 6.3660 1.593 -1.069 0.196
C 1.7285 -9.3428 1.1260 -0.540 0.268 2.873
C -6.8505 10.1360 -7.3259 -0.330 -1.163 -0.074
C -9.9220 -5.9205 -2.1054 0.275 -0.059 0.005
C -4.5806 7.2575 -4.4890 -1.454 0.674 -1.096
H 4.8537 -11.3164 6.2780 0.754 0.429 -0.123
H -6.9011 1.3825 -8.0116 -0.001 -0.010 -0.122
H -7.5234 10.2851 -8.1704 -0.638 0.704 0.637
H -3.5712 7.4593 -4.1307 -0.194 0.090 -0.040
H 8.9376 -5.8950 7.6083 0.077 0.280 0.006
H -5.1198 -4.9135 3.9682 -0.098 0.208 -0.335
H -3.5113 -0.0051 -9.0343 -0.342 -0.297 0.264
H -2.9658 10.2517 1.9082 0.005 -0.607 -0.005
H -2.6070 15.3630 -1.2429 0.261 -0.026 0.229
H -2.2647 -9.2198 -3.3519 0.022 -0.263 -0.030
H -1.3966 -10.3114 -4.5208 0.191 0.161 0.324
H -10.1189 -5.8951 -1.0336 -0.260 -0.315 -0.171
H -6.9670 2.9260 -7.1984 0.509 0.447 -0.333
H -6.2492 11.0004 -7.0442 -0.184 -0.221 -0.040
H 2.2334 -10.2265 1.5162 -0.082 -0.200 0.405
H -1.5223 4.7449 5.7457 0.419 0.120 0.117
H 6.6293 -2.7088 6.8775 0.249 0.182 -0.560
H 1.4122 7.1868 -8.9280 -0.289 0.154 -0.565
H 6.9197 4.8365 -0.8402 0.402 -0.441 0.549
H -3.4465 12.4623 1.2067 -0.438 0.123 -0.017
H -4.5723 -3.9570 5.3066 -0.489 0.251 0.152
H -10.0405 7.5650 0.0799 -0.471 0.552 -0.316
H 13.3920 -6.9383 -2.0552 -0.174 0.092 0.154
H -10.7595 7.1914 -1.5862 -0.123 0.684 0.317
H 0.0400 3.6597 7.6770 -0.052 0.103 -0.318
H -0.4053 9.7068 -8.5836 0.114 0.152 -0.417
H 6.8427 -4.4521 6.8453 0.141 -0.010 0.199
H 2.6743 -1.4755 0.8157 -0.483 0.540 -0.376
H -9.8279 2.1888 1.7560 -0.033 0.692 -0.067
H -0.0714 8.8131 -10.1669 0.114 0.492 0.102
H 6.9290 3.5854 6.4837 0.100 0.083 -0.030
H 1.1184 -6.2696 -5.7526 -0.025 -0.147 0.055
H -0.0239 -9.7290 2.4414 0.508 0.164 0.151
H -9.3512 -5.0203 -2.3332 -0.093 -0.148 -0.259
H -5.2774 7.0034 -3.6902 0.445 -0.407 0.254
H -1.9982 -7.3444 -5.0938 -0.159 0.041 -0.057
H -0.1719 -10.2880 0.8231 -0.185 0.059 -0.193
H -0.5508 -7.7604 -4.1876 0.021 -0.076 0.267
H -8.4152 6.2795 -0.9230 -0.067 -0.034 -0.011
H 5.3367 2.0786 -4.8128 0.289 0.048 0.151
H 3.3721 7.8255 3.9139 0.467 0.092 0.048
H -5.7334 0.3204 6.9382 0.092 0.153 0.106
H 0.8819 0.8357 0.8498 0.076 0.714 -0.303
H 4.3264 7.0482 2.5888 -0.168 0.374 -0.026
H -3.7079 1.2610 -6.2675 -0.387 0.367 0.005
H 9.0641 -4.2191 -0.5331 0.074 0.150 -0.142
H 7.1375 4.3589 4.8856 -0.255 -0.572 -0.250
H -2.1942 14.2646 0.1684 0.137 0.263 -0.253
H 0.6939 -5.1574 -7.0016 -0.529 0.455 0.250
H -7.1511 0.3041 5.9377 -0.424 -0.173 0.400
H 5.8472 0.3988 -4.4690 -0.091 0.076 -0.224
H -5.3015 -2.0947 6.4022 -0.797 -0.625 0.104
H 5.5154 -10.3534 -0.8259 -0.184 0.033 -0.079
H 4.2563 -9.8657 5.3925 -0.083 -0.450 -0.480
H 13.7128 -6.3726 -0.3687 -0.101 -0.002 -0.102
H 1.9775 9.6502 -5.5448 0.107 -0.038 0.161
H -4.5928 6.4647 -5.2369 0.232 -0.145 0.160
H 14.1895 -8.0005 -0.8912 -0.390 -0.211 0.196
H 1.8701 8.8384 -8.6092 0.225 0.089 0.546
H -0.3986 -5.4127 -5.4719 -0.266 0.068 -0.667
H 10.7873 -7.5204 5.7404 -0.099 0.428 -0.246
H -2.2103 0.7417 -8.2352 0.048 0.299 0.348
H 1.9738 -2.9165 1.4035 -0.433 -0.122 -0.030
H 5.4791 4.4790 -1.5574 -0.150 -0.827 -0.708
H 1.3172 2.5557 9.1009 -0.133 -0.008 -0.229
H 9.9190 -3.6098 0.8817 0.111 -0.031 -0.028
H 5.5879 3.3686 5.3711 0.125 0.380 -0.452
H -4.4668 10.0793 0.9701 -0.137 0.713 0.112
H 11.4661 -5.4410 0.8874 -0.038 0.072 0.367
H 7.0209 -3.6993 5.2979 -0.302 0.729 0.048
H -5.9630 -3.8888 -1.7541 0.476 -0.179 0.054
H -9.6272 5.2161 -1.7175 0.268 0.141 -0.217
H -7.2815 -4.0674 -2.8081 -0.189 -0.366 -0.119
H -5.3298 9.2081 -4.2655 0.169 0.583 -0.287
H -1.1038 8.1464 -8.9447 0.130 -0.210 0.171
H 3.1811 -7.6708 9.1415 0.073 -0.526 -0.489
H -8.9194 1.2643 0.6524 0.059 0.244 -0.780
H -1.5763 1.5146 0.8787 -0.265 0.645 -0.017
H -0.8019 3.2338 5.0719 0.718 0.340 0.361
H 1.5224 -8.3087 9.3887 -0.124 0.300 -0.170
H 3.9213 -11.2326 -0.9188 0.120 0.263 -0.267
H 3.5502 -10.9761 8.0495 -1.009 -0.025 0.337
H -2.9251 -0.6214 -7.4261 -0.201 -0.212 -0.183
H 0.2889 1.2122 9.6343 0.258 -0.240 0.049
H 10.7393 -3.6117 -0.7078 -0.030 -0.084 0.073
H 2.1174 -8.4722 1.6541 0.100 0.048 0.201
H 3.5178 9.3312 -6.4006 -0.180 -0.379 -0.115
H -2.9097 -9.5857 -4.9783 -0.058 0.126 0.077
H 2.0825 1.0056 9.2883 -0.294 -0.379 -0.236
H 4.3170 4.9146 3.7315 -0.321 -0.195 -0.181
H -10.8059 -5.9970 -2.7387 0.006 0.087 0.293
H -3.8818 14.6603 -0.2357 -0.032 -0.260 -0.254
H 3.4307 -11.5228 5.5209 -0.919 0.679 -0.035
H 4.1296 0.8675 -4.6024 -0.027 -0.271 0.139
H 4.5160 2.1123 -2.2733 -0.269 0.069 -0.470
H 4.5635 -10.7306 0.6390 -0.026 0.389 0.020
H -7.7147 2.7070 -8.8158 0.241 0.186 -0.091
H 0.5394 0.7015 -0.9778 0.986 -0.120 0.276
H -6.2878 9.3230 -7.7847 0.648 -0.029 0.563
H 3.2004 5.5445 4.9454 0.535 0.087 0.718
H -5.2061 -1.0204 5.0838 0.043 0.331 -0.027
H 10.4656 -7.6215 7.4277 -0.050 -0.122 0.123
H -5.7049 -4.5897 -3.3812 0.051 -0.058 0.110
H 2.5920 6.7410 2.8667 0.107 -0.592 -0.092
H 8.3746 -6.6165 6.1280 0.299 -0.018 -0.422
H 9.9005 -6.1919 0.9006 -0.292 0.138 -0.344
H -2.3479 3.2525 5.6767 -0.239 -0.157 0.572
H -0.3841 -8.5672 1.1810 0.334 0.095 -0.175
H -1.6776 1.5799 -0.8947 0.368 -0.307 -0.031
H -3.0218 9.6192 0.1979 0.475 -0.033 0.250
H -4.7884 -3.1290 3.7423 -0.072 -0.273 -0.199
H 4.2140 -9.4631 7.6865 -0.335 0.627 -0.103
H -5.0942 0.6515 -7.2448 -0.019 0.127 0.277
H -7.0285 -0.6608 7.5359 -0.497 -0.018 -0.431
H -10.3178 2.3581 0.0331 0.151 -0.567 -0.024
H 3.3257 8.8002 -4.7024 -0.100 0.034 -0.073
H -11.4013 6.4726 -0.0859 0.190 -0.435 -0.208
H -1.7136 3.4297 8.0033 0.238 -0.089 0.271
H 1.2701 -1.3916 1.9990 0.101 0.021 -0.212
H -5.7068 -6.5088 -1.7010 -0.262 -0.372 -0.353
H 1.9049 -6.5726 8.8878 -0.561 -0.152 0.026
H 4.8928 0.3821 -2.3624 0.057 0.101 0.645
H -7.2744 -5.8904 -1.0710 0.752 0.219 0.743
H 7.1066 4.5354 -2.4741 -0.470 -0.656 -0.410
H -1.9756 11.9413 0.5335 0.199 -0.479 -0.540
H -0.5191 2.6625 -0.0715 -0.521 0.325 0.182
H -4.7646 8.9434 -5.9643 0.231 -0.003 0.075
H 11.4629 -6.3205 6.8857 -0.334 0.378 -0.233
```
Forces are in eV/Å.